Entry 1:
DFT (ωB97M-V/def2-TZVPD) results for a single C4H9NSi molecule in a non-equilibrium geometry.

The geometry in XYZ format:
```
15
C4H9NSi, DFT ωB97M-V/def2-TZVPD
C 0.209 -0.135 -2.012
C 0.144 -0.489 -0.582
C -0.701 0.634 0.219
Si -0.629 0.348 2.099
C -0.300 2.106 0.086
N 0.098 3.151 -0.095
H -0.786 -0.038 -2.406
H 0.640 0.905 -2.051
H 0.831 -0.682 -2.734
H 1.184 -0.452 -0.234
H -0.455 -1.431 -0.354
H -1.689 0.660 -0.139
H -1.471 1.278 2.687
H 0.790 -0.013 2.408
H -1.231 -0.972 1.970
```

**Total charge**: 0
**Kohn-Sham gap**: 11.531 eV
**Spin multiplicity**: 1
**HOMO energy**: -0.3915 Eh
**Energy relative to the best compared isomer or geometry (same formula, charge and spin)**: 55.24 kcal per mole
**Total energy**: -13659.9217 eV



Entry 2:
DFT (ωB97M-V/def2-TZVPD) results for a molecular structure, C33H28BrFN4O4PSe5Ta in a non-equilibrium geometry.

The geometry in XYZ format:
```
78
C33H28BrFN4O4PSe5Ta, DFT ωB97M-V/def2-TZVPD
Ta 1.098 0.965 0.893
C -0.817 -3.422 0.890
C -1.904 -3.076 -0.084
C -2.714 -4.095 -0.575
C -3.715 -3.851 -1.498
C -3.896 -2.571 -1.990
C -3.106 -1.545 -1.509
C -2.139 -1.775 -0.537
P -1.236 -0.292 0.027
C -2.093 1.214 -0.759
C -3.274 1.456 -0.049
C -4.146 2.477 -0.357
C -3.840 3.314 -1.417
C -2.728 3.036 -2.181
C -1.851 1.978 -1.915
C -0.806 1.789 -2.976
C -1.976 -0.159 1.787
C -2.789 -1.134 2.345
C -2.996 -1.195 3.716
C -2.370 -0.288 4.551
C -1.588 0.716 4.012
C -1.392 0.801 2.633
C -0.581 1.851 2.013
H -0.624 -4.492 0.877
H -1.093 -3.141 1.908
H 0.118 -2.916 0.650
H -2.553 -5.100 -0.217
H -4.344 -4.657 -1.843
H -4.649 -2.369 -2.735
H -3.240 -0.546 -1.897
H -3.523 0.816 0.785
H -5.038 2.618 0.233
H -4.473 4.154 -1.657
H -2.514 3.652 -3.041
H -0.636 2.735 -3.486
H -1.155 1.077 -3.725
H 0.162 1.456 -2.639
H -3.286 -1.848 1.704
H -3.629 -1.967 4.130
H -2.502 -0.346 5.619
H -1.131 1.448 4.665
H -0.199 2.579 2.737
H -1.174 2.387 1.272
Se 3.256 -0.579 0.496
Se 4.854 -1.913 -0.288
Se 5.469 1.310 -1.706
Se 3.562 1.443 -0.610
Se 1.401 -0.238 3.232
N 2.560 1.841 1.723
C 3.295 2.279 2.709
C 4.408 3.140 2.524
C 5.067 3.655 3.596
C 4.668 3.355 4.918
C 3.679 2.450 5.147
C 3.019 1.816 4.064
N 2.330 0.718 4.300
H 4.685 3.390 1.507
H 5.911 4.307 3.434
H 5.184 3.826 5.738
H 3.379 2.155 6.141
F 4.405 -3.395 -3.054
C 3.422 -2.646 -3.560
C 2.255 -2.529 -2.901
N 1.210 -1.809 -3.412
C -0.026 -1.653 -2.680
C 0.042 -0.560 -1.644
O 0.134 -0.584 0.702
O 1.152 -0.030 -1.453
C 1.331 -1.087 -4.591
O 0.422 -0.415 -5.021
N 2.531 -1.236 -5.225
C 3.637 -2.015 -4.861
O 4.583 -2.120 -5.590
H 2.111 -3.024 -1.951
H -0.294 -2.590 -2.182
H -0.824 -1.401 -3.386
H 2.628 -0.727 -6.096
Br 0.893 3.131 -0.382
```

**Total charge**: 0
**Kohn-Sham gap (spin up / spin down)**: 4.736 / 4.736 eV
**Spin multiplicity**: 1
**HOMO energy (spin up / spin down)**: -0.2737 / -0.2738 Eh
**Energy relative to the best compared isomer or geometry (same formula, charge and spin)**: 172.34 kcal per mole
**Total energy**: -459155.4104 eV



Entry 3:
DFT (ωB97M-V/def2-TZVPD) results for a molecular structure, C18H16BN8PdS2.

The geometry in XYZ format:
```
46
C18H16BN8PdS2, DFT ωB97M-V/def2-TZVPD
Pd 1.377 -0.088 -0.843
C -2.544 -2.860 -0.919
C -1.332 -2.324 -1.394
N -0.896 -1.376 -0.586
N -1.788 -1.279 0.417
C -2.800 -2.154 0.238
B -1.623 -0.061 1.350
N -0.261 -0.056 2.062
C -0.047 -0.107 3.398
C 1.311 -0.155 3.613
C 1.867 -0.135 2.320
N 0.919 -0.079 1.406
N -1.834 1.213 0.506
C -2.998 1.558 -0.091
C -2.726 2.571 -0.984
C -1.330 2.754 -0.872
N -0.808 1.926 0.015
N -2.724 -0.065 2.452
C -3.233 1.034 3.045
C -3.997 0.624 4.118
C -3.869 -0.774 4.106
N -3.106 -1.182 3.101
H -3.138 -3.651 -1.346
H -0.753 -2.571 -2.271
H -3.595 -2.231 0.958
H -0.871 -0.105 4.091
H 1.823 -0.197 4.560
H 2.898 -0.154 2.002
H -3.919 1.052 0.147
H -3.416 3.080 -1.637
H -0.683 3.421 -1.418
H -3.003 2.017 2.672
H -4.550 1.242 4.805
H -4.310 -1.501 4.771
S 1.610 -0.105 -3.190
C 3.344 -0.020 -3.430
C 3.836 -0.038 -4.743
C 5.189 0.032 -5.036
C 6.105 0.124 -3.993
C 5.641 0.143 -2.685
C 4.277 0.073 -2.364
S 3.808 0.102 -0.678
H 3.110 -0.110 -5.547
H 5.524 0.014 -6.069
H 7.171 0.180 -4.192
H 6.344 0.215 -1.863
```

**Total charge**: -2
**Kohn-Sham gap (spin up / spin down)**: 4.263 / 4.676 eV
**Spin multiplicity**: 2
**<S²>**: 0.7543
**HOMO energy (spin up / spin down)**: 0.0143 / -0.0009 Eh
**Total energy**: -56677.3177 eV



Entry 4:
DFT (ωB97M-V/def2-TZVPD) results for a gas-phase ion, CH3N4O (charge +1) in a non-equilibrium geometry.

The geometry in XYZ format:
```
9
CH3N4O, DFT ωB97M-V/def2-TZVPD
N 0.078 0.004 0.027
N 1.547 -0.415 -0.618
N 1.604 -0.953 -1.666
C 0.971 -1.487 -2.651
N 0.751 -1.857 -3.863
O 0.535 -2.365 -5.053
H -0.591 -0.187 -0.749
H 0.404 0.988 0.347
H -0.179 -0.386 1.002
```

**Total charge**: +1
**Kohn-Sham gap**: 7.786 eV
**Spin multiplicity**: 1
**HOMO energy**: -0.5351 Eh
**Energy relative to the best compared isomer or geometry (same formula, charge and spin)**: 136.71 kcal per mole
**Total energy**: -9078.1283 eV



Entry 5:
DFT (ωB97M-V/def2-TZVPD) results for a molecular structure, C2H5NS2 in a non-equilibrium geometry.

The geometry in XYZ format:
```
10
C2H5NS2, DFT ωB97M-V/def2-TZVPD
C -1.321 -0.640 0.542
C 1.835 1.378 0.200
H -0.345 -0.524 1.017
H -1.769 -1.633 0.612
H 1.485 -1.968 -0.526
H 2.663 2.086 0.194
H 0.850 1.754 0.497
N 2.089 0.181 -0.139
S -2.055 0.574 -0.209
S 0.768 -0.912 -0.120
```

**Total charge**: 0
**Kohn-Sham gap**: 7.896 eV
**Spin multiplicity**: 1
**HOMO energy**: -0.3031 Eh
**Energy relative to the best compared isomer or geometry (same formula, charge and spin)**: 116.10 kcal per mole
**Total energy**: -25310.7913 eV



Entry 6:
DFT (ωB97M-V/def2-TZVPD) results for a molecular structure, C2H4Cl2I2MoO in a non-equilibrium geometry.

The geometry in XYZ format:
```
12
C2H4Cl2I2MoO, DFT ωB97M-V/def2-TZVPD
Mo 0.000 0.000 0.000
Cl 0.720 2.302 0.000
C -0.932 2.870 0.000
Cl -1.936 1.440 0.000
H -1.125 3.464 -0.897
H -1.125 3.463 0.897
I 2.781 -0.010 0.000
C 3.011 -2.188 0.000
I 0.869 -2.642 0.000
H 3.514 -2.553 0.922
H 3.514 -2.553 -0.922
O -1.384 -1.006 0.000
```

**Total charge**: +2
**Kohn-Sham gap (spin up / spin down)**: 8.176 / 8.071 eV
**Spin multiplicity**: 3
**<S²>**: 2.0415
**HOMO energy (spin up / spin down)**: -0.6568 / -0.6633 Eh
**Energy relative to the best compared isomer or geometry (same formula, charge and spin)**: 35.10 kcal per mole
**Total energy**: -47267.2085 eV



Entry 7:
DFT (ωB97M-V/def2-TZVPD) results for 2 unconnected molecules or ions with the total composition C5H13NO2 in a non-equilibrium geometry.

The geometry in XYZ format:
```
21
C5H13NO2, DFT ωB97M-V/def2-TZVPD
C 1.197 2.072 -0.435
C 0.541 0.884 -1.084
N -0.616 0.320 -0.364
C -0.167 -1.554 1.035
C -0.388 -0.021 1.057
C -1.661 0.320 1.829
O -2.152 1.414 1.845
H 0.491 2.821 -0.067
H 1.806 1.817 0.435
H 1.904 2.555 -1.104
H 0.226 0.998 -2.121
H 1.214 0.030 -1.176
H -1.384 0.996 -0.444
H -0.977 -2.194 1.381
H 0.783 -1.772 1.505
H -0.073 -1.863 -0.008
H 0.459 0.538 1.413
H -2.084 -0.411 2.541
H 0.115 -2.517 -2.803
H 0.191 -2.418 -1.323
O 0.576 -2.014 -2.112
```

**Total charge**: +1
**Kohn-Sham gap (spin up / spin down)**: 11.001 / 6.531 eV
**Spin multiplicity**: 2
**<S²>**: 0.7540
**HOMO energy (spin up / spin down)**: -0.5436 / -0.5433 Eh
**Energy relative to the best compared isomer or geometry (same formula, charge and spin)**: 44.39 kcal per mole
**Total energy**: -10970.8976 eV



Entry 8:
DFT (ωB97M-V/def2-TZVPD) results for a molecular structure, C31H48GeN3O5RuS2 in a non-equilibrium geometry.

The geometry in XYZ format:
```
91
C31H48GeN3O5RuS2, DFT ωB97M-V/def2-TZVPD
Ru -0.329 0.308 0.485
C 0.093 -2.554 3.287
C -0.539 -2.696 1.915
C 0.547 -3.085 0.905
C -1.695 -3.694 1.917
O -1.027 -1.429 1.511
Ge -2.827 -1.103 0.859
O -1.843 -0.640 -0.725
C -2.470 -0.627 -2.068
C -2.373 0.724 -2.707
C -1.752 -1.656 -2.912
C -3.917 -1.042 -1.901
O -2.428 0.675 1.398
C -2.775 1.119 2.773
C -1.468 1.528 3.403
C -3.772 2.274 2.736
C -3.392 -0.046 3.528
H 0.452 -3.510 3.617
H -0.647 -2.196 4.012
H 0.932 -1.860 3.210
H 0.845 -4.127 1.044
H 1.429 -2.443 1.064
H -0.774 -2.405 -0.520
H -1.306 -4.625 2.319
H -2.037 -3.944 0.924
H -2.509 -3.353 2.557
H -1.334 1.061 -2.738
H -2.981 1.440 -2.167
H -2.739 0.642 -3.719
H -0.731 -1.353 -3.100
H -2.245 -1.714 -3.882
H -1.788 -2.641 -2.471
H -4.446 -0.332 -1.243
H -3.983 -2.039 -1.470
H -4.436 -1.069 -2.874
H -0.975 2.264 2.764
H -0.802 0.682 3.599
H -1.682 2.024 4.356
H -3.302 3.165 2.353
H -4.055 2.481 3.765
H -4.621 2.033 2.135
H -2.707 -0.892 3.555
H -4.329 -0.371 3.083
H -3.606 0.303 4.541
S 0.202 2.259 -0.296
C -1.082 3.264 -0.918
C -2.368 3.256 -0.396
C -3.297 4.214 -0.812
C -2.968 5.154 -1.777
C -1.704 5.114 -2.342
C -0.774 4.189 -1.907
H -2.679 2.511 0.313
H -4.302 4.193 -0.429
H -3.698 5.876 -2.114
H -1.434 5.830 -3.126
H 0.212 4.193 -2.364
C 6.079 1.099 2.916
C 5.201 1.979 2.005
N 3.769 1.696 2.236
C 2.890 1.352 1.293
S 1.532 0.420 1.900
N 3.080 1.715 0.025
C 3.559 3.078 -0.353
C 4.516 3.047 -1.548
H 7.131 1.158 2.609
H 5.792 0.049 2.828
H 6.002 1.388 3.941
H 5.437 1.712 0.969
H 5.409 3.048 2.165
H 3.482 1.421 3.160
H 2.435 1.275 -0.619
H 4.085 3.548 0.497
H 2.661 3.673 -0.574
H 5.405 2.439 -1.344
H 4.866 4.053 -1.750
H 4.025 2.632 -2.429
O -0.923 -5.046 -0.963
C -0.062 -4.291 -1.287
N 0.112 -2.909 -0.504
C 1.053 -2.080 -1.322
O 1.155 -0.859 -1.124
C 1.583 -2.958 -2.289
C 2.557 -2.696 -3.274
C 2.881 -3.696 -4.135
C 2.258 -4.969 -4.157
C 1.291 -5.244 -3.206
C 0.972 -4.258 -2.258
H 3.069 -1.740 -3.339
H 3.628 -3.478 -4.880
H 2.566 -5.693 -4.903
H 0.747 -6.197 -3.234
```

**Total charge**: +1
**Kohn-Sham gap (spin up / spin down)**: 5.915 / 7.132 eV
**Spin multiplicity**: 5
**<S²>**: 6.0481
**HOMO energy (spin up / spin down)**: -0.3153 / -0.4004 Eh
**Energy relative to the best compared isomer or geometry (same formula, charge and spin)**: 0.00 kcal per mole
**Total energy**: -128398.1856 eV



Entry 9:
DFT (ωB97M-V/def2-TZVPD) results for a gas-phase ion, C2H6IN2O (charge +1) in a non-equilibrium geometry.

The geometry in XYZ format:
```
12
C2H6IN2O, DFT ωB97M-V/def2-TZVPD
N 0.841 0.894 -0.756
C -0.385 0.827 -0.287
N -0.449 -0.525 0.824
O -1.423 -0.791 1.777
C 0.049 -1.462 0.142
I -0.717 -3.359 -0.054
H 1.705 1.298 -0.331
H 1.064 0.146 -1.443
H -0.868 1.593 0.256
H -1.126 0.494 -0.959
H -1.781 0.029 2.194
H 0.585 -1.221 -0.748
```

**Total charge**: +1
**Kohn-Sham gap**: 9.292 eV
**Spin multiplicity**: 1
**HOMO energy**: -0.5215 Eh
**Energy relative to the best compared isomer or geometry (same formula, charge and spin)**: 73.76 kcal per mole
**Total energy**: -15289.0959 eV



Entry 10:
DFT (ωB97M-V/def2-TZVPD) results for a single C4H9NO2 molecule.

The geometry in XYZ format:
```
16
C4H9NO2, DFT ωB97M-V/def2-TZVPD
C 1.432 -1.889 -0.050
C 1.437 -0.670 -0.968
N 0.150 0.002 -1.016
C -0.266 0.776 0.027
O 0.442 1.238 0.897
O -1.602 0.975 -0.061
C -2.171 1.735 0.999
H 0.621 -2.576 -0.322
H 2.377 -2.439 -0.116
H 1.285 -1.578 0.989
H 2.178 0.060 -0.631
H 1.697 -0.955 -1.993
H -0.593 -0.448 -1.531
H -3.200 1.935 0.696
H -2.161 1.163 1.932
H -1.626 2.669 1.148
```

**Total charge**: 0
**Kohn-Sham gap**: 10.690 eV
**Spin multiplicity**: 1
**HOMO energy**: -0.3590 Eh
**Energy relative to the best compared isomer or geometry (same formula, charge and spin)**: 10.04 kcal per mole
**Total energy**: -9879.6254 eV



Entry 11:
DFT (ωB97M-V/def2-TZVPD) results for a molecular structure, C6H6NS in a non-equilibrium geometry.

The geometry in XYZ format:
```
14
C6H6NS, DFT ωB97M-V/def2-TZVPD
C 2.457 -0.957 -0.111
C 1.467 0.017 -0.309
C 2.038 1.295 -0.280
C 4.660 0.896 0.132
C -0.764 0.775 0.407
C 0.018 -0.213 -0.463
N 3.293 1.360 -0.097
S 4.153 -0.773 0.132
H 2.157 -1.996 -0.084
H -0.727 0.483 1.452
H -1.800 0.821 0.090
H -0.327 1.770 0.317
H -0.263 -0.057 -1.511
H -0.236 -1.246 -0.209
```

**Total charge**: +1
**Kohn-Sham gap**: 8.717 eV
**Spin multiplicity**: 1
**HOMO energy**: -0.5735 Eh
**Energy relative to the best compared isomer or geometry (same formula, charge and spin)**: 78.00 kcal per mole
**Total energy**: -18631.5904 eV



Entry 12:
DFT (ωB97M-V/def2-TZVPD) results for 2 unconnected molecules or ions with the total composition C4H13NO2S in a non-equilibrium geometry.

The geometry in XYZ format:
```
21
C4H13NO2S, DFT ωB97M-V/def2-TZVPD
N 1.428 0.146 0.704
C 0.355 -0.191 -0.213
C 0.910 -0.821 -1.488
O 2.016 -1.665 -1.261
C -0.734 -1.087 0.371
C -1.401 -0.516 1.622
S -2.160 1.079 1.413
H 1.264 0.912 1.338
H 1.726 -0.670 1.209
H -0.143 0.739 -0.438
H 1.102 -0.113 -2.306
H 0.140 -1.464 -1.920
H 2.658 -1.298 -0.632
H -1.491 -1.192 -0.413
H -0.396 -2.119 0.517
H -0.575 -0.310 2.309
H -2.004 -1.278 2.102
H -2.834 0.913 0.266
O 0.163 3.147 -1.439
H -0.505 2.471 -1.200
H 0.482 3.320 -0.543
```

**Total charge**: 0
**Kohn-Sham gap**: 10.066 eV
**Spin multiplicity**: 1
**HOMO energy**: -0.3486 Eh
**Energy relative to the best compared isomer or geometry (same formula, charge and spin)**: 13.09 kcal per mole
**Total energy**: -20778.6522 eV



What is the formula in the fourth record?
CH3N4O



Among the records above, which one has the lowest total energy?
C33H28BrFN4O4PSe5Ta